{"formula": "C19H55GaN7O3P2", "method": "ωB97M-V with the def2-TZVPD basis set", "lumo_energy_ev": 0.53, "energy_ev": -108114.9771, "charge": -1, "homo_lumo_gap_ev": 4.94, "homo_ha": -0.162, "symbols": ["C", "C", "C", "C", "C", "C", "C", "Ga", "N", "O", "H", "H", "H", "H", "H", "H", "H", "H", "H", "H", "H", "H", "H", "H", "H", "H", "H", "H", "H", "O", "P", "N", "C", "C", "N", "C", "C", "N", "C", "C", "H", "H", "H", "H", "H", "H", "H", "H", "H", "H", "H", "H", "H", "H", "H", "H", "H", "H", "O", "P", "N", "C", "C", "N", "C", "C", "N", "C", "C", "H", "H", "H", "H", "H", "H", "H", "H", "H", "H", "H", "H", "H", "H", "H", "H", "H", "H"], "coordinates": [[3.98744, 3.69262, -0.57438], [2.45144, 3.91495, -0.00415], [1.43562, 4.16761, -1.26505], [0.42667, 2.92472, -1.61155], [0.99546, 1.43421, -1.23981], [2.23028, 0.90364, -2.18136], [1.98053, 1.06335, -3.79960], [3.39831, 2.30332, -4.66218], [5.17890, 2.16376, -3.88749], [2.67957, 4.06332, -4.67508], [4.78070, 4.42328, -0.12060], [4.35987, 2.59019, -0.33149], [4.04589, 3.77392, -1.76364], [2.10284, 3.10522, 0.76551], [2.48796, 4.94272, 0.60238], [2.05798, 4.56213, -2.18978], [0.73802, 5.08374, -0.94985], [0.19450, 3.00091, -2.78001], [-0.63373, 3.09218, -1.08941], [0.09105, 0.67809, -1.42841], [1.30894, 1.28040, -0.12304], [2.32737, -0.26657, -1.96597], [3.27813, 1.35969, -1.92832], [0.86273, 1.34912, -4.03673], [2.15135, -0.01599, -4.28032], [3.54617, 1.85973, -6.21589], [5.14228, 2.03725, -2.83236], [5.68389, 3.09397, -3.99203], [3.32155, 4.72862, -5.07745], [-2.81887, 2.12087, -0.63533], [-3.55412, 1.04424, 0.19984], [-4.32637, 0.39499, -1.21037], [-5.65093, -0.21806, -1.28988], [-3.42127, -0.32339, -2.11176], [-4.61817, 2.24731, 0.87386], [-6.06302, 2.27033, 0.69253], [-4.15294, 3.64721, 0.83911], [-4.39939, -0.19350, 1.16000], [-4.44911, 0.11777, 2.61462], [-3.70706, -1.50237, 1.11391], [-5.70516, -1.19614, -0.80337], [-5.94769, -0.37093, -2.33531], [-6.43516, 0.40480, -0.88499], [-3.11046, -1.28690, -1.70722], [-2.51260, 0.25487, -2.30603], [-3.87986, -0.51043, -3.09288], [-6.34129, 2.53114, -0.33227], [-6.52882, 3.00733, 1.36025], [-6.52742, 1.32364, 0.97687], [-4.26634, 4.08160, -0.16066], [-3.10290, 3.72361, 1.14290], [-4.71153, 4.27314, 1.54263], [-3.44279, 0.28371, 3.01609], [-4.92069, -0.69939, 3.17380], [-5.05438, 0.99578, 2.85061], [-2.65095, -1.40013, 1.38849], [-3.76305, -1.96653, 0.13108], [-4.17435, -2.22386, 1.79576], [2.26242, -2.65638, 4.15183], [2.53752, -3.07110, 2.68569], [1.27054, -2.04420, 2.09677], [0.41733, -2.27200, 0.93198], [1.56916, -0.61228, 2.18760], [1.84834, -4.64572, 2.96767], [0.66974, -5.16760, 2.28978], [1.78536, -5.10777, 4.36764], [2.85378, -3.54788, 1.00015], [3.63806, -4.80700, 0.87850], [3.69031, -2.55389, 0.28826], [0.94773, -2.17210, -0.01932], [-0.40948, -1.55078, 0.90728], [-0.07574, -3.23305, 0.94478], [2.31220, -0.29561, 1.45534], [1.95647, -0.34927, 3.17686], [0.67308, 0.00577, 2.03621], [-0.24368, -4.65907, 2.61028], [0.54264, -6.23870, 2.49615], [0.76493, -5.11610, 1.20303], [0.96099, -4.63048, 4.90958], [2.72358, -4.90275, 4.89532], [1.64286, -6.19174, 4.42628], [4.58058, -4.73868, 1.43383], [3.86374, -5.02756, -0.17186], [3.10133, -5.68927, 1.23413], [4.60772, -2.33727, 0.84741], [3.16407, -1.61701, 0.11544], [3.96938, -2.91135, -0.71083]], "atomic_forces_ev_per_a": [[0.4, -1.2, -0.3], [0.7, 1.7, -0.2], [-0.6, 0.8, 0.7], [-0.3, 0.3, -0.4], [-0.3, -0.6, -0.8], [-0.3, -1.0, -0.3], [-0.5, -1.4, 0.7], [-0.7, -0.4, -0.7], [0.5, 1.3, 1.7], [1.4, 1.4, -0.5], [-1.6, -1.3, -0.7], [-0.7, 2.3, -0.4], [-0.3, 0.0, 2.6], [0.7, 1.4, -1.7], [-0.1, -2.2, -1.2], [-1.3, -1.2, 1.8], [1.4, -1.9, -0.7], [0.6, -0.4, 2.5], [2.5, -0.5, -0.9], [1.8, 1.5, 0.4], [-0.7, 0.6, -1.9], [-0.1, 2.3, -0.2], [-2.1, -0.7, -0.1], [2.1, -0.5, 0.5], [-0.4, 2.2, 0.9], [0.1, 0.1, -0.1], [0.1, 0.2, -1.6], [-0.8, -1.5, 0.1], [-1.3, -1.5, 0.8], [3.3, -2.6, 2.2], [-7.0, 4.2, -4.2], [-0.1, -1.2, -1.1], [0.1, -0.2, 0.2], [0.4, 0.6, -0.5], [-0.2, 0.9, 0.8], [-0.1, -0.6, 0.7], [0.5, -0.3, 0.0], [3.1, 0.0, 2.3], [-0.4, 0.3, 0.6], [-0.1, -0.7, -0.4], [-0.1, -0.2, 0.1], [0.4, 0.1, 0.0], [0.1, 0.1, 0.3], [0.0, -0.3, 0.0], [-0.1, 0.0, 0.2], [-0.1, 0.1, 0.3], [-0.1, 0.0, -0.1], [0.3, 0.1, -0.1], [0.1, -0.1, -0.2], [0.1, 0.0, 0.0], [-0.3, -0.1, -0.3], [-0.2, -0.3, 0.0], [-0.1, -0.1, 0.1], [0.2, -0.2, -0.3], [0.3, 0.0, -0.4], [-0.1, -0.2, 0.1], [0.0, 0.3, -0.2], [0.0, 0.4, 0.0], [4.6, 1.1, -0.8], [-9.0, -2.0, 0.5], [-0.4, 1.3, -0.6], [0.3, 0.0, -0.3], [-0.1, 0.3, 0.7], [0.1, -1.2, 0.6], [0.5, -0.3, -0.7], [0.5, 0.4, 0.0], [3.8, -0.4, 1.2], [-0.1, -0.8, -0.1], [-0.1, 0.7, -0.6], [0.0, 0.0, -0.2], [0.3, 0.2, 0.2], [0.2, -0.3, 0.1], [0.0, 0.2, -0.2], [0.0, -0.2, -0.1], [0.1, -0.3, -0.1], [-0.1, 0.1, 0.0], [0.1, 0.1, 0.2], [0.0, 0.3, 0.1], [0.1, 0.0, 0.1], [-0.3, 0.1, -0.1], [-0.1, 0.0, -0.4], [0.0, -0.1, -0.2], [0.0, 0.5, 0.1], [-0.1, 0.4, 0.2], [0.0, 0.0, -0.3], [-0.1, 0.0, 0.2], [-0.1, -0.1, 0.3]]}